50
Properties=species:S:1:pos:R:3 method="wB97M-V/def2-TZVPD" max_force_ha_per_bohr=0.0619 s_squared=0.75 charge=+1 e_lumo_ev="-2.782 / -7.555" spin_multiplicity=2 homo_energy_ev="-13.43 / -13.43" de_lowest_ev=0.0000 gap_ev="10.650 / 5.874" total_energy_ev=-29726.080
C 2.181 1.608 1.110
C 1.682 1.247 -0.298
C 0.176 1.265 -0.368
C -0.557 2.255 -0.841
C -1.144 -0.730 -0.804
N -0.470 0.085 0.170
H 3.268 1.539 1.147
H 1.928 2.637 1.366
H 1.799 0.915 1.858
H 2.048 0.253 -0.565
H 2.083 1.942 -1.032
H -1.637 2.247 -0.925
H -0.096 3.141 -1.246
H -0.475 -0.937 -1.637
H -2.012 -0.205 -1.235
H -1.425 -1.687 -0.360
H -1.040 0.312 1.041
H -2.610 -0.752 2.391
H -3.609 -1.283 1.353
O -3.036 -1.571 2.078
H -2.936 0.989 -3.074
H -3.409 -0.432 -3.473
O -2.856 0.058 -2.856
H 2.137 0.792 -2.815
H 1.090 1.603 -3.568
O 1.880 1.698 -3.024
H -1.092 -3.874 2.472
H -1.775 -2.692 1.746
O -1.045 -3.349 1.661
H -1.141 -0.206 -3.504
H 0.357 -0.619 -3.561
O -0.340 -0.168 -4.052
H -1.809 3.953 2.229
H -0.615 3.244 1.561
O -1.091 3.332 2.389
H -0.829 0.235 3.183
H -1.543 1.592 2.740
O -1.590 0.606 2.652
H 0.404 -2.470 1.596
H 0.744 -1.062 1.031
O 1.136 -1.782 1.554
H 2.596 -1.350 -3.454
H 2.156 -1.586 -1.965
O 1.955 -1.090 -2.784
H 2.215 -2.235 0.168
H 2.638 -3.497 -0.656
O 2.725 -2.529 -0.615
H 0.941 -1.008 3.134
H 1.394 0.056 4.168
O 0.645 -0.491 3.910